# 1
This record from OMol25 describes 10 unconnected molecules or ions with the total composition C40H110N10O10 at a distorted geometry. The level of theory is ωB97M-V/def2-TZVPD.

Cartesian coordinates (Å):
C 2.301 -6.945 -8.846
C 2.478 -5.601 -8.142
C 2.464 -5.720 -6.625
O 2.381 -4.423 -6.068
C 2.164 -4.487 -4.660
N 3.786 -5.075 -8.536
H 3.086 -7.663 -8.603
H 2.242 -6.815 -9.926
H 1.375 -7.456 -8.563
H 1.713 -4.915 -8.519
H 3.383 -6.198 -6.271
H 1.576 -6.301 -6.349
H 3.028 -4.975 -4.201
H 1.271 -5.065 -4.420
H 2.043 -3.474 -4.282
H 4.110 -4.236 -8.065
H 3.792 -4.739 -9.496
C -1.259 -4.491 -3.110
C -0.989 -4.554 -1.586
C 0.481 -4.342 -1.245
O 1.337 -5.274 -1.879
C 1.610 -6.426 -1.093
N -1.851 -3.543 -0.944
H -0.724 -3.628 -3.516
H -2.308 -4.323 -3.347
H -0.888 -5.420 -3.541
H -1.298 -5.564 -1.297
H 0.617 -4.309 -0.157
H 0.734 -3.319 -1.547
H 2.053 -6.081 -0.154
H 2.251 -7.075 -1.681
H 0.689 -6.954 -0.824
H -1.432 -3.275 -0.049
H -1.677 -2.683 -1.469
C 1.448 -0.272 -2.056
C 0.591 -0.315 -0.795
C 0.903 0.875 0.093
O 0.124 0.777 1.295
C -0.005 2.029 1.940
N -0.798 -0.372 -1.240
H 1.282 -1.183 -2.636
H 2.517 -0.207 -1.832
H 1.248 0.540 -2.761
H 0.767 -1.253 -0.262
H 0.666 1.790 -0.464
H 1.961 0.910 0.361
H 0.878 2.654 1.826
H -0.284 1.985 2.991
H -0.797 2.547 1.382
H -1.491 -0.325 -0.504
H -1.025 0.408 -1.847
C -0.236 -1.854 -6.083
C 0.886 -1.183 -6.867
C 1.844 -0.478 -5.923
O 2.852 0.255 -6.580
C 3.699 0.883 -5.647
N 1.535 -2.142 -7.756
H 0.159 -2.679 -5.489
H -0.976 -2.332 -6.725
H -0.734 -1.114 -5.455
H 0.437 -0.387 -7.471
H 2.295 -1.150 -5.179
H 1.240 0.244 -5.346
H 3.054 1.459 -4.973
H 4.418 1.514 -6.165
H 4.275 0.205 -5.006
H 2.370 -1.678 -8.117
H 1.990 -2.862 -7.173
C -2.059 1.180 -4.027
C -3.023 1.721 -2.958
C -4.055 0.700 -2.516
O -5.108 1.411 -1.862
C -6.158 0.565 -1.431
N -2.293 2.186 -1.761
H -1.555 0.264 -3.724
H -1.258 1.918 -4.148
H -2.568 1.112 -4.986
H -3.481 2.618 -3.389
H -3.577 0.009 -1.813
H -4.531 0.153 -3.335
H -7.020 1.207 -1.281
H -5.907 0.092 -0.469
H -6.255 -0.294 -2.101
H -2.949 2.641 -1.139
H -1.579 2.833 -2.074
C 1.870 2.338 4.896
C 2.609 2.999 6.061
C 2.480 4.518 6.098
O 2.603 5.049 4.792
C 1.917 6.256 4.598
N 2.178 2.433 7.355
H 0.856 2.737 4.798
H 1.879 1.257 5.016
H 2.372 2.597 3.959
H 3.687 2.835 5.964
H 3.223 4.995 6.744
H 1.501 4.791 6.522
H 2.062 6.580 3.569
H 2.179 7.041 5.312
H 0.830 6.095 4.667
H 1.241 2.778 7.576
H 2.045 1.440 7.195
C 4.780 3.649 -2.686
C 4.996 2.711 -1.504
C 3.838 2.856 -0.525
O 4.051 4.105 0.152
C 2.940 4.549 0.891
N 5.106 1.329 -1.958
H 5.703 3.841 -3.235
H 4.275 4.565 -2.388
H 4.127 3.149 -3.411
H 5.887 3.090 -0.989
H 3.917 2.115 0.279
H 2.858 2.903 -1.007
H 2.101 4.861 0.255
H 3.284 5.443 1.410
H 2.606 3.762 1.567
H 5.805 1.312 -2.697
H 5.527 0.740 -1.244
C -2.937 2.040 7.338
C -1.575 2.664 7.003
C -1.775 3.914 6.138
O -2.087 3.431 4.850
C -2.044 4.387 3.829
N -0.780 3.036 8.165
H -2.878 1.254 8.102
H -3.367 1.460 6.516
H -3.659 2.769 7.710
H -1.012 1.950 6.400
H -0.834 4.473 6.089
H -2.591 4.526 6.538
H -2.793 5.172 3.949
H -2.089 3.912 2.850
H -1.024 4.809 3.782
H -1.184 3.830 8.647
H -0.647 2.276 8.818
C -3.323 1.020 1.704
C -4.723 1.371 2.187
C -5.444 0.295 2.981
O -4.673 -0.056 4.106
C -5.153 -1.156 4.820
N -4.623 2.670 2.875
H -2.563 1.193 2.461
H -3.024 1.533 0.788
H -3.359 -0.020 1.361
H -5.424 1.545 1.361
H -5.662 -0.579 2.351
H -6.435 0.687 3.252
H -4.618 -1.312 5.758
H -5.088 -2.098 4.263
H -6.194 -1.016 5.141
H -4.102 2.529 3.737
H -5.543 3.018 3.123
C 1.037 -2.455 2.770
C -0.476 -2.353 2.901
C -0.929 -1.456 4.051
O -0.561 -2.003 5.295
C -0.969 -1.216 6.396
N -1.100 -1.928 1.639
H 1.516 -2.829 3.671
H 1.438 -1.445 2.617
H 1.302 -2.986 1.856
H -0.918 -3.328 3.131
H -2.008 -1.251 3.966
H -0.524 -0.433 3.955
H -0.893 -1.858 7.270
H -2.010 -0.912 6.230
H -0.392 -0.292 6.492
H -2.088 -1.770 1.823
H -0.779 -0.985 1.401

Calculated total energy: -78635.1015 eV
HOMO energy: -8.54 eV
Kohn-Sham gap: 9.05 eV
Energy above the lowest of the compared OMol25 structures with the same formula, charge and spin: 64.2 kJ/mol
SMILES: COC[C@H](C)N.COC[C@H](C)N.COC[C@H](C)N.COC[C@H](C)N.COC[C@H](C)N.COC[C@H](C)N.COC[C@H](C)N.COC[C@H](C)N.COC[C@H](C)N.COC[C@H](C)N

---

# 2
This record from OMol25 describes 10 unconnected molecules or ions with the total composition C40H110N10O10 at a distorted geometry. The level of theory is ωB97M-V/def2-TZVPD.

Cartesian coordinates (Å):
C -6.040 -22.683 6.501
C -5.662 -23.495 7.728
C -4.338 -24.221 7.481
O -4.589 -25.184 6.487
C -3.571 -26.137 6.283
N -5.702 -22.720 8.937
H -6.054 -23.279 5.591
H -5.300 -21.885 6.349
H -7.001 -22.187 6.647
H -6.349 -24.344 7.795
H -4.016 -24.737 8.402
H -3.549 -23.485 7.248
H -3.756 -26.577 5.302
H -3.692 -26.908 7.052
H -2.549 -25.745 6.254
H -5.169 -21.864 8.926
H -5.538 -23.242 9.782
C -10.240 -21.157 0.125
C -10.257 -21.537 1.595
C -8.855 -21.578 2.153
O -8.153 -22.636 1.557
C -6.761 -22.652 1.783
N -11.023 -20.579 2.404
H -9.606 -21.827 -0.461
H -9.803 -20.158 -0.005
H -11.223 -21.100 -0.344
H -10.775 -22.497 1.676
H -8.842 -21.665 3.247
H -8.382 -20.608 1.916
H -6.380 -21.686 2.118
H -6.201 -23.014 0.918
H -6.565 -23.398 2.564
H -11.863 -20.274 1.925
H -10.492 -19.722 2.535
C -6.690 -26.723 -3.486
C -6.907 -26.956 -2.011
C -8.385 -27.018 -1.627
O -9.039 -25.790 -1.864
C -8.847 -24.826 -0.860
N -6.147 -28.122 -1.565
H -5.675 -26.998 -3.776
H -6.858 -25.674 -3.722
H -7.353 -27.348 -4.088
H -6.527 -26.130 -1.397
H -8.518 -27.340 -0.582
H -8.923 -27.780 -2.207
H -7.916 -24.264 -0.983
H -8.819 -25.291 0.132
H -9.720 -24.179 -0.782
H -6.244 -28.932 -2.165
H -6.345 -28.430 -0.620
C -11.512 -34.097 0.747
C -12.076 -34.039 2.153
C -11.349 -33.034 3.021
O -9.997 -33.385 3.094
C -9.243 -32.568 3.926
N -13.489 -33.579 2.083
H -10.498 -34.497 0.788
H -11.543 -33.118 0.273
H -12.086 -34.817 0.157
H -12.047 -35.032 2.613
H -11.792 -33.079 4.032
H -11.527 -32.021 2.635
H -9.017 -31.583 3.494
H -8.325 -33.052 4.257
H -9.768 -32.350 4.875
H -13.823 -33.393 3.025
H -14.058 -34.359 1.769
C -6.160 -26.149 2.870
C -7.309 -27.151 2.660
C -7.517 -28.019 3.877
O -6.387 -28.845 3.994
C -6.447 -29.713 5.087
N -8.571 -26.506 2.300
H -6.047 -25.524 1.983
H -5.215 -26.702 2.902
H -6.321 -25.589 3.792
H -6.962 -27.810 1.851
H -8.412 -28.651 3.785
H -7.620 -27.380 4.770
H -6.359 -29.132 6.017
H -5.723 -30.522 5.040
H -7.448 -30.179 5.118
H -9.069 -26.273 3.159
H -8.401 -25.603 1.873
C -5.552 -31.574 1.967
C -5.287 -31.567 0.474
C -4.015 -32.286 0.099
O -2.936 -31.530 0.592
C -1.771 -32.278 0.835
N -6.420 -32.179 -0.212
H -6.425 -30.959 2.214
H -4.729 -31.141 2.536
H -5.776 -32.587 2.311
H -5.171 -30.517 0.153
H -3.969 -32.369 -0.998
H -4.022 -33.310 0.494
H -0.968 -31.587 1.097
H -1.480 -32.853 -0.050
H -1.878 -32.949 1.698
H -7.289 -31.801 0.145
H -6.437 -32.038 -1.214
C -8.702 -25.348 7.208
C -9.750 -26.231 6.540
C -10.947 -26.366 7.454
O -12.004 -27.025 6.792
C -13.190 -27.047 7.553
N -10.067 -25.594 5.252
H -9.013 -24.362 7.551
H -7.846 -25.334 6.533
H -8.341 -25.848 8.116
H -9.266 -27.197 6.377
H -11.313 -25.359 7.740
H -10.681 -26.819 8.421
H -13.810 -27.870 7.212
H -13.730 -26.095 7.443
H -12.979 -27.150 8.624
H -10.282 -24.628 5.489
H -10.919 -25.966 4.841
C -1.009 -33.836 5.347
C -1.777 -33.400 6.577
C -3.013 -34.261 6.793
O -3.733 -34.443 5.598
C -4.750 -33.497 5.395
N -0.952 -33.468 7.753
H -1.512 -33.467 4.446
H -0.980 -34.918 5.213
H -0.021 -33.379 5.297
H -2.204 -32.396 6.410
H -3.647 -33.857 7.596
H -2.730 -35.251 7.175
H -5.238 -33.715 4.446
H -4.349 -32.473 5.347
H -5.517 -33.502 6.182
H -0.060 -33.010 7.760
H -1.374 -33.607 8.653
C 1.523 -30.845 4.985
C 0.245 -30.567 4.201
C -0.846 -30.038 5.101
O -2.100 -30.274 4.502
C -2.995 -29.169 4.517
N 0.578 -29.615 3.133
H 1.722 -30.067 5.727
H 2.366 -30.953 4.305
H 1.456 -31.790 5.530
H -0.122 -31.511 3.800
H -0.642 -28.998 5.400
H -0.855 -30.542 6.088
H -3.878 -29.400 3.934
H -2.428 -28.270 4.277
H -3.328 -29.066 5.567
H -0.298 -29.260 2.751
H 0.996 -28.787 3.549
C -1.298 -28.292 -1.113
C -1.783 -27.682 0.220
C -3.040 -26.852 0.019
O -2.699 -25.724 -0.765
C -3.800 -25.093 -1.348
N -2.093 -28.706 1.223
H -0.759 -27.579 -1.731
H -2.188 -28.626 -1.655
H -0.699 -29.177 -0.895
H -1.047 -26.990 0.640
H -3.424 -26.574 1.013
H -3.829 -27.424 -0.491
H -4.152 -25.618 -2.243
H -3.478 -24.087 -1.631
H -4.668 -24.934 -0.691
H -1.400 -29.443 1.168
H -2.957 -29.186 0.989

Calculated total energy: -78634.5413 eV
HOMO energy: -8.72 eV
Kohn-Sham gap: 9.25 eV
Energy above the lowest of the compared OMol25 structures with the same formula, charge and spin: 118.3 kJ/mol
SMILES: COC[C@H](C)N.COC[C@H](C)N.COC[C@H](C)N.COC[C@H](C)N.COC[C@H](C)N.COC[C@H](C)N.COC[C@H](C)N.COC[C@H](C)N.COC[C@H](C)N.COC[C@H](C)N